Record 1
33
Properties=species:S:1:pos:R:3:mulliken_charge:R:1 method="wB97M-V/def2-TZVPD" charge=-1 fmax_ha_per_bohr=0.033 e_tot_ev=-60351.5429 gap_ev=3.68 spin_multiplicity=1 relative_energy_kj_mol=66.0 lumo_energy_ev=1.75
Tl 0.873 -0.167 -0.215 0.21
S 2.201 2.038 -0.326 -1.04
S -5.849 4.326 -0.794 0.08
S -0.355 -5.047 1.148 -0.17
N -0.641 -2.513 1.284 -0.18
N -4.824 4.121 0.445 -0.69
N -0.809 1.446 0.906 -0.13
N -1.135 0.659 -1.697 -0.20
N -5.186 3.302 -1.861 -0.69
C -2.794 2.774 0.839 0.59
C -2.081 1.429 -1.143 -0.13
C -1.045 -3.548 0.632 -0.15
C -1.278 0.263 -2.948 -0.32
C -3.929 3.235 0.059 0.78
C 0.222 -2.874 2.288 -0.48
C -2.391 0.556 -3.727 -0.74
C -0.578 1.900 2.123 -0.29
C -2.560 3.208 2.139 -0.67
C -4.138 2.764 -1.273 0.76
C 0.490 -4.199 2.377 -0.20
C -1.888 1.880 0.243 -0.42
C -1.425 2.776 2.790 -0.73
C -3.371 1.355 -3.180 -0.51
C -3.208 1.828 -1.882 0.57
H 1.116 -4.721 3.081 0.39
H 0.337 1.552 2.589 0.42
H -4.258 1.635 -3.734 0.48
H -2.475 0.173 -4.735 0.38
H -1.728 -3.508 -0.205 0.37
H -3.267 3.881 2.606 0.49
H -0.460 -0.328 -3.350 0.44
H -1.191 3.104 3.794 0.39
H 0.641 -2.111 2.927 0.37

=====

Record 2
104
Properties=species:S:1:pos:R:3:mulliken_charge:R:1 method="wB97M-V/def2-TZVPD" charge=+1 fmax_ha_per_bohr=0.164 e_tot_ev=-71638.2472 gap_ev=8.27 spin_multiplicity=1 lumo_energy_ev=-3.16
O -1.041 1.395 0.729 -0.28
O 0.305 1.395 5.815 -0.43
O 0.128 -2.687 -2.286 -0.61
O 2.496 1.679 3.728 -0.41
O 6.190 -5.403 -2.219 -0.59
O -1.739 -1.887 -1.457 -0.44
O -5.266 1.279 0.087 -0.47
O 8.265 -4.790 -2.580 -0.58
O -4.365 2.906 -6.882 -0.58
O -5.772 -0.247 1.580 -0.61
O -5.767 3.567 -5.329 -0.58
N 7.041 -4.655 -2.722 0.98
N 0.513 3.126 3.240 0.32
N 1.120 4.383 -0.417 -0.68
N -0.874 -2.770 -1.562 1.05
N -4.918 2.784 -5.780 0.97
N -5.608 0.930 1.226 1.01
C -5.676 3.327 1.863 -0.15
C 7.038 -1.592 -4.900 -0.41
C 6.567 -3.531 -3.538 -0.03
C -3.240 -0.378 -4.632 -0.51
C -6.368 2.635 4.488 -0.52
C -2.189 -4.150 0.026 -0.18
C -4.831 0.319 -2.943 -0.50
C 5.667 -1.372 -5.049 -0.45
C -6.208 3.976 4.133 -0.44
C -2.158 0.764 -0.038 -0.46
C -0.272 -6.188 -0.119 -0.55
C -5.868 4.323 2.824 -0.66
C 4.512 0.106 0.076 -1.13
C 0.608 3.439 0.671 1.42
C -6.182 1.632 3.536 -0.36
C 0.086 4.067 2.093 -1.07
C 1.447 2.037 2.762 -0.40
C 3.202 -0.499 2.438 0.68
C -0.830 2.777 3.841 -0.42
C -5.172 1.432 -3.715 -0.35
C -3.870 -0.583 -3.403 -0.37
C -0.301 2.334 -0.131 -1.02
C 1.841 2.525 1.248 -0.10
C -1.409 -6.346 0.675 -0.40
C -5.830 1.982 2.225 0.08
C 3.608 0.942 3.107 -0.63
C 5.190 -3.319 -3.695 -0.34
C 3.389 -2.254 0.449 -0.98
C 4.745 -2.233 -4.452 -0.44
C 4.187 -1.010 1.232 0.40
C -0.779 1.770 5.132 -0.09
C -0.087 -5.013 -0.850 -0.37
C -3.575 0.730 -5.413 -0.34
C 3.346 -1.635 3.656 -1.30
C -4.545 1.630 -4.953 0.01
C 7.495 -2.672 -4.143 -0.35
C -1.051 -3.998 -0.778 0.02
C -2.364 -5.331 0.751 -0.65
H -5.317 0.153 -1.984 0.44
H 5.151 -1.507 1.714 0.36
H 0.758 5.027 2.245 0.30
H -5.923 2.126 -3.342 0.47
H 8.566 -2.828 -4.033 0.44
H 2.346 -2.487 0.932 0.27
H -1.918 0.847 -1.193 0.32
H 4.459 -3.981 -3.235 0.55
H 7.750 -0.918 -5.371 0.39
H -2.490 -1.084 -4.982 0.41
H 4.053 -3.228 0.374 0.24
H 0.740 1.082 2.763 0.15
H -6.349 4.755 4.880 0.42
H 0.469 -6.982 -0.170 0.40
H 0.803 -4.906 -1.466 0.52
H 1.037 3.642 3.980 0.51
H -1.831 1.373 5.533 0.32
H 5.262 -0.418 -0.690 0.35
H -5.748 5.369 2.554 0.41
H -5.408 3.614 0.849 0.48
H -3.139 1.376 0.182 0.08
H -6.310 0.592 3.829 0.46
H -1.617 2.344 3.091 0.26
H 0.468 1.668 -0.756 0.30
H 2.524 -1.508 4.492 0.29
H 5.315 -0.524 -5.634 0.39
H 4.234 1.653 2.381 0.20
H 4.427 -1.504 4.141 0.37
H -2.942 -3.368 0.096 0.48
H 2.101 -0.578 2.050 0.00
H 3.679 -2.056 -4.574 0.44
H -1.553 -7.267 1.237 0.38
H -1.002 2.830 -0.957 0.41
H 3.543 0.347 -0.579 0.15
H 4.367 0.690 3.994 0.35
H 5.065 1.067 0.453 0.30
H 1.191 3.789 -1.297 0.35
H -3.077 0.874 -6.370 0.44
H -1.291 3.804 4.239 0.53
H -3.612 -1.452 -2.801 0.46
H 3.353 -2.737 3.205 0.30
H 2.222 1.657 0.560 -0.75
H 2.729 3.291 1.471 0.48
H 3.157 -1.949 -0.682 0.20
H -6.634 2.373 5.510 0.41
H -1.017 4.482 2.168 0.39
H -2.271 -0.363 0.307 0.10
H 2.095 4.627 -0.136 0.39
H -3.247 -5.461 1.373 0.39

=====

Record 3
12
Properties=species:S:1:pos:R:3:mulliken_charge:R:1 method="wB97M-V/def2-TZVPD" fmax_ha_per_bohr=0.089 e_tot_ev=-9812.8295 smiles=OCc1cocn1 gap_ev=9.90 spin_multiplicity=1 relative_energy_kj_mol=143.3 lumo_energy_ev=0.72
O -1.334 -0.301 1.687 -0.53
O 1.422 -1.274 -1.141 -0.32
N 0.523 0.788 -1.279 -0.51
C 0.550 -1.146 -0.104 -0.20
C -0.945 0.770 0.782 -0.28
C 1.316 -0.076 -1.769 0.00
C -0.066 0.082 -0.209 0.27
H 2.059 0.061 -2.570 0.35
H -1.835 1.257 0.376 0.27
H 0.373 -2.040 0.461 0.40
H -0.367 1.616 1.266 0.24
H -1.697 0.264 2.502 0.32

=====

Record 4
96
Properties=species:S:1:pos:R:3:mulliken_spin:R:1 method="wB97M-V/def2-TZVPD" charge=-1 s_squared=0.751 fmax_ha_per_bohr=0.115 e_tot_ev=-46008.2159 gap_ev="1.57 / 10.64" spin_multiplicity=2 relative_energy_kj_mol=0.0 lumo_energy_ev="1.73 / 1.71"
N -0.509 -3.697 -1.332 -0.22
N -4.720 -2.067 2.056 -0.10
N 2.584 6.850 5.911 0.00
N 0.183 1.603 -2.291 0.00
N -3.454 -0.736 7.781 0.00
N -2.566 1.069 -7.608 -0.02
N 5.772 5.823 3.774 0.00
N 2.462 0.368 -5.936 0.00
C 0.446 4.183 3.795 0.00
C 0.525 2.100 -5.852 -0.02
C 5.501 2.430 1.850 0.00
C -2.692 -1.437 -5.165 0.90
C 1.634 0.794 1.226 -0.02
C -1.301 -0.876 -4.788 0.15
C 0.442 0.720 -1.616 0.02
C -2.897 -3.246 0.560 -0.48
C 6.463 4.849 3.723 0.00
C -0.966 -0.702 6.978 0.00
C 6.326 2.376 3.093 0.00
C -0.954 -4.521 -2.010 0.26
C -2.406 -4.463 1.419 -0.07
C -1.491 -0.802 4.327 -0.04
C -1.511 -5.570 -2.863 0.31
C 1.608 1.143 -5.957 0.01
C 0.578 -0.146 0.673 0.06
C 0.766 -0.438 -0.779 -0.16
C -0.468 3.549 -7.774 0.00
C -2.981 0.523 -6.725 0.02
C 0.978 5.434 3.154 0.00
C 7.194 3.609 3.522 0.00
C -0.591 -0.366 5.529 0.01
C 0.839 6.743 3.974 0.00
C 0.634 3.416 -6.687 0.00
C -3.924 -2.548 1.365 0.39
C -3.518 -5.449 1.880 0.06
C -1.588 -7.439 -1.142 0.10
C 1.800 6.813 5.067 0.00
C -2.388 -0.703 7.427 0.00
C -3.583 -0.251 -5.578 0.13
C -2.353 -6.628 -2.183 0.84
H -2.407 -0.223 4.440 0.00
H 1.802 -0.776 -0.825 -0.02
H -0.328 0.457 0.738 0.03
H 2.630 0.400 1.427 -0.01
H -1.300 -0.079 -4.044 -0.05
H -1.149 -0.572 3.317 0.03
H -0.638 -5.999 -3.356 -0.26
H -3.132 -6.460 1.748 -0.01
H -0.945 -0.373 -5.687 -0.03
H 1.814 1.552 0.464 0.00
H -0.682 2.641 -8.337 0.00
H 2.002 5.213 2.851 0.00
H 0.383 -0.808 5.315 -0.01
H -4.527 -0.747 -5.807 -0.10
H -2.206 -5.016 -3.494 0.17
H -0.620 -1.662 -4.462 -0.11
H 0.238 -1.332 -1.110 0.10
H -1.697 -5.019 0.805 0.00
H -2.680 -7.277 -2.995 -0.69
H 6.963 1.499 2.978 0.00
H -0.214 4.408 -8.395 0.00
H -3.229 -3.611 -0.412 0.21
H -1.408 -6.868 -0.232 0.08
H -0.354 -0.046 7.598 0.00
H -0.560 4.418 4.141 0.00
H 4.678 3.135 1.972 0.00
H 0.415 5.793 2.292 0.00
H 5.082 1.427 1.762 0.00
H -2.503 -2.060 -6.039 0.13
H 0.608 2.426 -4.815 0.00
H -2.095 -8.387 -0.961 -0.12
H -0.589 -7.727 -1.468 -0.12
H -2.150 -2.523 0.234 0.13
H 0.743 -0.999 1.330 0.00
H 6.070 2.811 1.003 0.00
H -4.341 -5.402 1.167 -0.01
H 5.679 2.175 3.947 0.00
H 1.032 3.782 4.622 0.00
H -3.135 -6.124 -1.614 0.15
H 8.027 3.804 2.846 0.00
H -1.915 -1.804 4.395 0.00
H -1.806 -4.148 2.272 -0.01
H 0.446 3.217 3.291 0.01
H 7.718 3.404 4.456 0.00
H 0.616 4.295 -6.043 0.00
H -3.214 -1.979 -4.375 -0.65
H 1.297 1.389 2.074 0.02
H -3.858 0.342 -4.706 -0.03
H -0.209 6.799 4.268 0.00
H -0.453 1.636 -5.985 0.02
H 1.038 7.704 3.499 0.00
H -0.487 0.712 5.406 0.01
H -3.891 -5.373 2.901 0.02
H 1.564 3.591 -7.229 0.00
H -1.366 3.767 -7.195 0.00
H -0.630 -1.709 7.222 0.00

=====

Record 5
134
Properties=species:S:1:pos:R:3:mulliken_charge:R:1 method="wB97M-V/def2-TZVPD" charge=+2 fmax_ha_per_bohr=0.033 e_tot_ev=-132655.4514 gap_ev=5.43 spin_multiplicity=1 lumo_energy_ev=-6.83
In -1.821 0.509 -0.845 2.56
As 2.047 2.765 -1.636 1.76
O -3.499 -0.784 0.295 -0.82
O 0.094 -0.301 -1.894 -0.23
N -1.444 1.775 -2.914 -0.02
N -0.663 1.173 1.243 0.18
N -2.114 3.146 -0.437 0.71
N -1.003 -1.569 0.204 0.06
N -4.099 1.316 -1.355 -0.40
C -0.030 -1.919 -4.522 -1.53
C 4.449 2.472 1.854 -0.89
C -3.509 3.484 -0.147 -1.09
C 5.602 1.667 -3.495 -0.84
C -1.870 -2.595 3.607 -0.40
C 0.785 7.337 -1.197 -0.72
C 0.072 -2.092 -0.339 -0.38
C -5.386 -1.531 2.412 2.06
C 2.173 -2.998 -4.724 -2.37
C 4.255 -4.140 -0.216 -1.63
C 2.714 -6.060 -0.705 -1.77
C -1.328 -3.120 4.918 1.93
C -3.269 -2.382 3.493 -0.45
C -3.885 -1.797 2.423 -0.32
C 4.183 4.036 -3.263 -0.45
C 2.076 -0.571 -4.156 -1.71
C -3.070 -1.416 1.302 0.53
C -1.246 3.455 0.701 0.01
C 2.632 0.897 0.497 -1.10
C -4.583 2.431 -0.553 -0.32
C -1.657 -1.815 1.329 -0.01
C 1.395 -1.928 -3.954 2.55
C 5.368 4.002 -3.979 -0.77
C 3.810 2.969 0.731 -0.29
C 2.885 2.192 0.046 0.22
C -2.119 -4.372 5.321 -1.70
C 1.653 4.682 -1.378 -0.38
C 4.416 1.701 -2.789 -0.61
C -1.636 3.832 -1.638 1.05
C 3.269 0.397 1.621 -0.89
C 1.286 5.402 -2.517 -0.33
C 3.696 2.885 -2.663 0.63
C 0.871 6.719 -2.433 -0.94
C 6.078 2.820 -4.099 -0.59
C 0.153 -3.495 4.818 -2.03
C 2.011 -3.288 -1.908 -0.20
C 1.138 6.636 -0.058 -0.86
C -2.012 3.113 -2.928 -1.35
C -1.085 -2.312 2.524 -0.90
C -6.041 -2.254 1.229 -1.71
C 1.311 -2.262 -2.474 -0.94
C 2.660 -4.923 1.510 -2.07
C -1.284 2.377 1.777 -0.88
C 2.845 -4.709 0.008 1.84
C 0.479 -1.470 -1.613 0.94
C 0.788 -3.221 0.134 -0.65
C 1.564 5.320 -0.148 -0.43
C -5.598 -0.018 2.287 -1.06
C -6.081 -2.015 3.687 -2.25
C -1.505 -2.033 5.989 -1.68
C 4.178 1.189 2.303 -0.58
C 1.853 -3.721 -0.562 -0.47
H 4.987 -4.823 0.206 0.48
H 2.701 -3.842 -2.520 0.69
H 2.109 -2.785 -5.786 0.47
H 4.042 0.802 -2.311 0.59
H -1.490 4.435 1.133 0.49
H 2.930 -5.977 -1.766 0.35
H 3.094 -0.606 -3.778 0.33
H 3.653 4.974 -3.174 0.43
H -3.158 -4.148 5.541 0.36
H -2.002 4.867 -1.687 0.50
H -1.138 -2.402 6.943 0.47
H 2.120 -0.336 -5.215 0.60
H 1.709 -6.455 -0.586 0.37
H -1.617 3.703 -3.762 0.70
H -7.145 -1.815 3.606 0.44
H -5.583 -1.979 0.283 0.22
H -6.655 0.223 2.347 0.56
H -4.300 1.442 -2.342 0.32
H -3.765 4.437 -0.622 0.38
H 1.828 4.788 0.759 0.41
H -5.383 2.965 -1.074 0.36
H 5.172 3.083 2.374 0.45
H -2.549 -1.759 6.109 0.34
H 0.608 7.267 -3.325 0.45
H 1.960 0.253 -0.066 1.15
H -4.553 0.459 -1.054 0.18
H -0.544 3.879 -1.610 -1.70
H -5.717 -1.497 4.570 0.41
H -5.075 0.507 3.085 0.33
H -5.219 0.322 1.330 -0.42
H -0.015 -2.431 2.567 0.91
H -3.878 -2.679 4.327 0.57
H 3.418 -6.764 -0.269 0.49
H 2.683 -3.981 2.053 0.36
H 5.741 4.902 -4.443 0.45
H -5.003 2.024 0.366 0.09
H 1.315 4.912 -3.487 0.60
H 0.457 -3.698 1.038 1.09
H 6.161 0.747 -3.577 0.43
H -2.088 -5.113 4.525 0.38
H 0.782 -2.620 4.667 0.32
H -7.097 -2.001 1.184 0.46
H 0.007 -1.654 -5.575 0.51
H 0.443 8.358 -1.124 0.46
H -3.613 3.637 0.928 0.52
H 3.472 -5.541 1.881 0.56
H 0.470 -3.971 5.741 0.51
H 3.225 -3.015 -4.456 0.38
H 0.314 1.356 1.001 -0.25
H -0.673 -1.206 -4.006 -0.04
H 4.042 3.967 0.380 0.57
H 1.539 0.227 -3.641 0.04
H -5.957 -3.330 1.352 0.42
H 3.070 -0.613 1.958 0.67
H -0.677 0.437 1.944 0.01
H -0.424 1.825 -2.862 -0.19
H -0.945 -1.136 5.731 0.31
H 1.086 7.119 0.907 0.48
H 4.486 -4.013 -1.270 0.34
H 1.741 -3.981 -4.556 0.48
H 6.999 2.795 -4.661 0.40
H -1.676 1.259 -3.760 0.22
H -2.313 2.140 2.060 0.42
H 0.319 -4.201 4.007 0.49
H 4.689 0.803 3.172 0.43
H -0.467 -2.912 -4.434 0.42
H -0.213 3.496 0.340 -0.80
H -0.745 2.741 2.659 0.68
H -1.682 -4.806 6.216 0.49
H 1.730 -5.439 1.728 0.41
H -5.961 -3.086 3.823 0.46
H -3.095 3.051 -3.040 0.38
H 4.362 -3.173 0.273 0.33

=====

Record 6
13
Properties=species:S:1:pos:R:3:mulliken_charge:R:1 method="wB97M-V/def2-TZVPD" fmax_ha_per_bohr=0.023 e_tot_ev=-9271.6629 gap_ev=11.49 spin_multiplicity=1 relative_energy_kj_mol=177.4 lumo_energy_ev=0.19
O 0.274 0.489 -0.377 -0.37
N 2.742 0.803 1.944 -0.35
N 1.984 -0.878 -1.016 -0.60
C -2.081 0.397 -0.370 -1.16
C 2.192 0.443 0.992 0.16
C 1.495 -0.049 -0.202 0.65
C -0.829 -0.254 0.170 -0.19
H -2.139 0.259 -1.453 0.30
H 2.929 -1.145 -0.746 0.27
H -0.747 -1.301 -0.144 0.33
H -2.978 -0.025 0.093 0.36
H -0.788 -0.209 1.267 0.29
H -2.054 1.469 -0.159 0.31